[1]
The following is a DFT calculation (wB97M-V/def2-TZVPD) of 6 unconnected molecules or ions with the total composition C43H91N5O5.

Last column: Löwdin spin population.
Element x y z (Å)
O  8.71251  3.77289  11.94514  0.533
O  9.66877  8.35596  16.76373  0.000
O  9.24920  11.55231  13.74188  0.001
O  9.03742  8.79788  18.81389  0.000
O  7.59930  8.65301  17.14901  0.000
N  2.58694  7.65571  14.30475  0.000
N  16.37095  9.69858  18.51019  0.000
N  9.53462  4.80305  12.52543  0.395
N  7.98262  11.89266  14.29969  -0.001
N  10.15209  10.96601  21.31634  0.000
C  10.44910  10.81150  23.76817  0.000
C  11.12700  10.80698  20.05881  0.000
C  11.43605  6.39875  12.06756  0.003
C  14.27470  9.99935  17.05191  0.000
C  10.09996  5.86775  11.48596  0.010
C  12.85408  9.39187  16.87460  0.000
C  8.88155  8.72213  17.60996  0.000
C  17.65104  7.74497  19.58067  0.000
C  3.35726  8.76479  10.51769  0.000
C  9.00270  12.05733  21.22050  0.000
C  14.85739  9.43157  18.34617  0.000
C  9.57690  9.56172  23.28872  0.000
C  10.64552  5.89685  14.52253  0.003
C  1.38751  7.98740  15.22302  0.000
C  9.19258  12.56719  16.42395  0.000
C  10.33863  5.14100  10.14932  -0.001
C  11.05571  11.39299  22.48137  0.000
C  9.38492  5.06954  13.98929  0.021
C  11.07808  6.93309  13.47833  0.000
C  8.01787  12.89640  15.46266  0.000
C  16.78976  9.08414  19.85827  0.000
C  6.72501  11.45624  13.49979  0.000
C  6.66049  12.71953  20.52211  0.000
C  3.82005  8.32529  14.96689  0.000
C  8.13797  5.97092  14.09885  0.019
C  7.74760  11.66099  20.38872  0.000
C  2.97384  6.11865  14.54257  0.000
C  5.42971  12.58671  15.44097  0.000
C  6.72849  12.73387  16.26592  0.000
C  9.71460  9.54080  21.75316  0.000
C  16.60567  11.19696  18.42861  0.000
C  17.58770  7.50254  18.15283  0.000
C  2.34510  8.22887  12.92092  0.000
C  6.92211  10.03174  13.05603  0.000
C  6.52662  12.35777  12.32632  0.000
C  4.38180  7.45389  16.09086  0.000
C  9.02873  6.96960  11.12286  0.012
C  8.12591  14.32216  14.77187  0.000
C  9.26712  3.75049  14.74510  0.000
C  3.87576  6.02296  15.80729  0.000
C  17.27593  8.90656  17.53728  0.000
C  5.53727  11.39918  14.49574  0.000
C  3.36705  7.83004  11.75638  0.000
H  7.25888  10.74304  20.71524  0.000
H  12.00058  9.93674  17.27801  0.000
H  14.84820  9.61150  16.21003  0.000
H  7.78612  6.03824  15.12830  0.003
H  17.20361  6.96533  20.19717  0.000
H  3.26390  5.68020  16.64170  0.000
H  11.93213  7.40004  13.96890  0.000
H  18.50392  6.99331  17.85399  0.000
H  5.82003  12.52327  19.85637  0.000
H  8.62015  12.38145  22.18832  0.000
H  4.62938  8.36363  14.23775  0.000
H  2.11472  5.44802  14.55961  0.000
H  15.93769  11.80639  19.03731  0.000
H  7.36731  5.47343  13.51006  0.001
H  16.90331  8.92568  16.51312  0.000
H  16.01316  9.18461  20.61649  0.000
H  9.86090  11.56970  24.28511  0.000
H  4.56696  11.32122  14.00531  0.000
H  9.53651  12.84287  20.68563  0.000
H  11.03182  4.30179  10.20694  0.000
H  8.54191  9.63797  23.62198  0.000
H  18.68030  7.94920  19.87564  0.000
H  8.06990  11.51907  19.35718  0.000
H  10.11624  12.79343  15.89127  0.000
H  5.74916  12.00616  11.64806  0.000
H  4.76464  5.46186  15.51893  0.000
H  17.56573  11.42460  18.89179  0.000
H  11.24796  10.48007  24.43156  0.000
H  2.96433  6.89260  11.37285  0.000
H  11.85451  11.60015  20.23118  0.000
H  9.61914  7.81677  10.77383  0.001
H  3.86259  7.72790  17.00925  0.000
H  8.85623  14.35877  13.96354  0.000
H  5.45591  7.50091  16.27030  0.000
H  6.35867  12.78792  21.56725  0.000
H  17.62791  9.69844  20.18729  0.000
H  3.99405  8.55651  9.65791  0.000
H  8.59107  7.39909  12.02401  0.000
H  9.85566  8.54934  23.58110  0.000
H  3.61607  9.72567  10.96247  0.000
H  12.27236  5.72335  12.24790  0.001
H  7.42713  12.47298  11.72307  0.000
H  11.52018  5.28978  14.75604  0.000
H  7.92487  9.83908  12.67463  0.000
H  6.91932  11.77443  16.74671  0.000
H  10.45608  6.37457  15.48377  0.000
H  9.38284  4.72204  9.83462  -0.001
H  11.63290  9.84165  20.04135  0.000
H  8.25078  3.38263  14.60429  -0.001
H  8.27169  6.75762  10.36784  0.001
H  10.10832  3.13822  14.42011  0.000
H  11.75225  7.20744  11.40867  0.000
H  14.34064  9.75306  19.25046  0.000
H  2.47946  9.30936  12.97200  0.000
H  6.17503  13.35346  12.59668  0.000
H  14.78799  8.35114  18.21982  0.000
H  12.65841  9.14475  15.83118  0.000
H  16.79406  6.77409  17.98669  0.000
H  10.51588  8.82412  21.57314  0.000
H  11.94910  10.79646  22.29669  0.000
H  16.47582  11.46069  17.37899  0.000
H  8.08949  7.04519  13.92081  0.001
H  10.48162  5.81739  9.30662  0.000
H  0.87766  8.92705  15.01040  0.000
H  11.17141  12.47364  22.39831  0.000
H  5.14846  13.39504  14.76600  0.000
H  10.15162  7.50109  13.56290  0.000
H  7.25040  8.53474  18.03551  0.000
H  10.73518  10.89908  19.04585  0.000
H  9.21872  11.48942  16.58465  0.000
H  9.06393  13.10520  17.36315  0.000
H  8.62839  14.95185  15.50610  0.000
H  2.32998  8.68413  10.16232  0.000
H  5.62654  10.51951  15.13318  0.000
H  3.62952  9.32633  15.35381  0.000
H  7.13220  14.72924  14.58502  0.000
H  4.33409  7.52411  12.15553  0.000
H  14.12439  11.07133  17.17984  0.000
H  6.65083  13.46454  17.07101  0.000
H  1.73357  7.87393  16.25040  0.000
H  6.15718  9.73710  12.33758  0.000
H  7.03970  13.64137  20.08107  0.000
H  3.61298  6.05162  13.66217  0.000
H  8.82237  9.28803  21.18035  0.000
H  6.73821  9.29619  13.83913  0.000
H  0.66451  7.19350  15.03571  0.000
H  1.27111  8.19977  12.73709  0.000
H  4.61392  12.44772  16.15039  0.000
H  18.20011  9.48429  17.55178  0.000
H  12.76257  8.41779  17.35512  0.000
H  9.29863  3.91715  15.82182  0.000

Atoms 1-2, force components in eV/Å:
3.0 4.2 2.7
2.6 0.8 -2.0

## Properties
Total charge: +3
HOMO-LUMO gap (alpha / beta) (Ha): 0.0925 / 0.1263
2S+1: 2
Electronic energy (eV): -63721.3041
E_LUMO (alpha / beta) (eV): -10.2 / -10.2

[2]
The following is a DFT calculation (wB97M-V/def2-TZVPD) of a molecular structure, C19H19BrF4N6V.

Last column: Löwdin spin population.
Element x y z (Å)
Br  -0.89250  -2.36724  -5.10830  -0.001
V  0.61265  0.09238  -0.06621  2.744
F  -5.69172  -1.51250  -0.61606  -0.001
F  -3.44661  2.52101  -1.55667  -0.001
F  -1.20081  1.52549  -0.44048  0.028
F  -3.46719  -2.56040  0.40361  0.001
N  0.54363  0.07768  -2.17520  0.011
N  4.76800  -1.23567  -0.35048  0.020
N  0.63623  -0.05940  2.24139  0.005
N  -1.02121  -0.97827  0.39135  0.012
N  2.35707  -0.94420  -0.10984  0.000
N  6.01274  -1.02578  -2.49013  0.003
C  -0.04241  -0.95080  -4.22413  -0.001
C  3.51419  -1.06581  -0.27982  0.030
C  -3.43897  -1.29561  -0.05934  0.007
C  0.57110  0.06624  -4.93224  0.013
C  -3.46904  1.26162  -1.09743  0.001
C  -0.50168  2.09807  2.87911  0.005
C  2.60006  1.53948  2.29063  0.012
C  1.93799  0.29372  2.86002  0.004
C  -4.63839  0.52227  -1.13672  0.011
C  -0.02429  -0.92764  -2.83824  0.017
C  -4.58899  -0.75143  -0.59981  0.001
C  -0.49551  0.58274  2.94351  0.003
C  1.13118  1.07065  -2.84788  0.020
C  0.43470  -1.53016  2.29534  0.007
C  5.40185  -1.11348  -1.51269  0.003
C  -2.32470  0.72507  -0.56509  0.011
C  -0.77194  -1.98648  1.41022  0.006
C  -2.23139  -0.58086  -0.04663  0.007
C  1.17571  1.09446  -4.22887  -0.001
H  -0.47625  -1.71349  -2.24683  0.001
H  -1.66118  -2.13876  2.02578  0.000
H  0.57799  0.05073  -6.01360  0.001
H  0.25571  -1.85209  3.32852  0.001
H  0.26046  2.54687  3.51483  0.000
H  1.34953  -1.99782  1.94316  0.001
H  3.66244  1.53130  2.53661  0.000
H  -0.35136  2.45583  1.85869  0.004
H  -0.52370  -2.95455  0.96745  0.000
H  1.57614  1.86723  -2.26409  0.005
H  2.53545  1.56389  1.19951  0.009
H  1.67159  1.90682  -4.74006  0.000
H  2.60402  -0.55343  2.70508  0.000
H  -0.48645  0.25067  3.99080  0.000
H  -5.54710  0.91865  -1.56269  0.001
H  -1.46878  2.46932  3.21979  0.000
H  1.80381  0.39823  3.94392  0.000
H  -1.40766  0.19856  2.49131  0.000
H  2.17559  2.46689  2.66884  0.000

Atoms 1-2, force components in eV/Å:
-0.1 -0.1 -0.1
0.0 0.3 0.9

## Properties
Total charge: 0
HOMO-LUMO gap (alpha / beta) (Ha): 0.2565 / 0.2796
2S+1: 4
Electronic energy (eV): -135551.4741
Energy relative to the best compared isomer or geometry (same formula, charge and spin) (kJ/mol): 0.0
E_LUMO (alpha / beta) (eV): -0.2 / -0.4

[3]
The following is a DFT calculation (wB97M-V/def2-TZVPD) of a molecular structure, C12H20HgO16S2.

Last column: Mulliken charge in e.
Element x y z (Å)
Hg  1.58863  2.40631  -1.22372  0.288
S  1.55783  -0.74639  4.68640  1.058
S  -2.27343  -2.96708  -1.68287  1.005
O  3.96329  5.81545  -0.32121  -0.496
O  3.94955  7.96801  -0.31439  -0.461
O  2.70204  6.69087  -1.68468  -0.537
O  -0.31947  5.10474  3.50438  -0.398
O  -2.35422  5.77390  2.70636  -0.628
O  5.08490  2.51730  -5.20646  -0.603
O  -3.19753  3.31706  -4.90355  -0.611
O  2.27837  -0.02810  5.75985  -0.657
O  7.11249  2.02519  -4.39951  -0.472
O  5.16896  1.38256  -3.38503  -0.612
O  -1.13644  -2.01858  -1.98569  -0.623
O  -1.08170  3.10646  -5.18629  -0.562
O  -2.88395  -3.07457  -0.34553  -0.672
O  1.72498  -0.40763  3.28247  -0.606
O  -2.28903  3.26562  -6.96250  -0.441
O  -1.13750  4.55663  1.56256  -0.501
C  3.52171  6.79566  -0.74254  0.745
C  0.44473  -3.16167  5.31235  -0.637
C  -0.07717  -0.66387  5.17076  -0.719
C  -2.25378  3.11484  -5.65488  0.692
C  -3.54558  -3.00608  -2.99253  -0.760
C  -0.43236  -2.02509  5.93727  -0.650
C  -2.77202  -5.40013  -2.68315  -0.594
C  -1.21697  5.18724  2.60429  0.700
C  -1.66199  -4.48770  -2.13192  -0.623
C  5.72478  1.96223  -4.31024  0.693
C  1.72012  -2.66727  4.85311  -0.578
C  -3.95981  -4.52479  -3.05317  -0.508
H  -4.81838  -4.83613  -2.45817  0.306
H  -1.12838  -4.73146  -1.21325  0.423
H  -0.11420  -3.75043  4.58499  0.357
H  -3.19196  3.57165  -7.07504  0.302
H  -1.01638  -4.14105  -2.93883  0.344
H  1.75088  -2.98869  3.81203  0.284
H  -4.41326  -2.36154  -2.85183  0.418
H  0.03732  -1.88292  6.91055  0.315
H  2.63671  -2.76516  5.43482  0.419
H  0.50223  -3.88342  6.12713  0.258
H  4.64931  7.61494  0.23993  0.301
H  -1.46073  -2.38428  5.97656  0.340
H  -3.05327  -6.12884  -1.92290  0.249
H  -0.41410  0.25213  5.65606  0.452
H  -0.80756  5.36322  4.28959  0.312
H  7.28310  1.42222  -3.67224  0.295
H  -2.94504  -2.77022  -3.87107  0.345
H  -0.63514  -0.66137  4.23441  0.363
H  -4.44557  -4.70233  -4.01266  0.374
H  -2.36522  -6.04739  -3.46011  0.313

Atoms 1-2, force components in eV/Å:
0.0 0.2 0.0
2.0 0.2 0.5

## Properties
Total charge: -2
HOMO-LUMO gap (Ha): 0.0745
2S+1: 1
Electronic energy (eV): -71365.5004
Energy relative to the best compared isomer or geometry (same formula, charge and spin) (kJ/mol): 830.2
E_LUMO (eV): -0.7